Record 1
{"formula": "C62H80F10N11O7P", "method": "wB97M-V/def2-TZVPD", "symbols": ["N", "H", "H", "C", "H", "H", "H", "C", "H", "N", "H", "H", "C", "F", "H", "C", "C", "H", "C", "F", "C", "C", "H", "C", "H", "H", "C", "H", "C", "F", "F", "H", "H", "C", "H", "N", "H", "O", "H", "C", "H", "C", "H", "H", "H", "H", "P", "C", "H", "H", "H", "C", "C", "F", "H", "C", "C", "H", "C", "C", "C", "O", "H", "H", "H", "H", "C", "O", "N", "C", "C", "C", "H", "H", "C", "C", "C", "H", "C", "C", "C", "H", "F", "C", "C", "C", "C", "H", "C", "H", "H", "C", "H", "C", "H", "C", "H", "H", "H", "H", "C", "C", "C", "H", "O", "H", "H", "O", "H", "C", "F", "N", "C", "O", "O", "C", "H", "C", "C", "C", "H", "H", "H", "F", "H", "N", "H", "C", "H", "H", "H", "H", "H", "H", "H", "C", "N", "H", "H", "C", "H", "C", "C", "F", "N", "H", "C", "C", "H", "H", "C", "H", "C", "H", "H", "N", "H", "H", "H", "H", "C", "H", "H", "C", "C", "N", "F", "H", "C", "H", "N"], "xyz": [[12.738430, -3.714590, 3.443902], [-10.624770, 1.315883, -5.751557], [-5.552025, 1.002823, 5.187530], [-3.978269, -0.052899, 2.855122], [6.881876, 3.692042, 1.720062], [-5.162348, -0.691570, 5.645952], [-3.907150, 0.375154, 5.058293], [-7.415304, 0.639803, -5.751777], [-8.880078, 0.470911, 6.115152], [3.689718, -2.770078, 0.570410], [-9.788767, 0.057416, -6.616272], [6.142264, -0.230538, 0.441959], [-1.011310, 3.807351, -2.658496], [1.177366, -1.392463, -0.022182], [-10.177453, -5.162814, 10.652076], [-3.792134, 2.356130, -4.427316], [4.661631, -2.171961, 1.323526], [13.659364, -2.385655, 4.831752], [-11.485777, -3.392651, 11.066556], [0.990670, -0.881691, -2.355132], [-10.687079, -4.281948, 10.298851], [9.444884, -4.553905, 4.965885], [11.512503, 5.591522, -4.325381], [-8.409702, 4.060562, -8.350755], [10.306890, -5.582644, 3.242108], [-4.057654, 1.386184, 0.357798], [-0.257062, -0.902570, -1.885033], [8.041584, 3.324791, -0.705038], [7.476447, 2.599527, -0.142222], [-0.707671, -0.560233, 0.516317], [0.692264, 1.339377, -0.786453], [3.577443, -4.518003, -0.640715], [-1.867473, 5.647661, -3.241902], [-3.195614, -0.040415, -0.987922], [-5.550321, 3.530259, -4.170772], [8.178965, -4.096629, 5.206181], [-5.588390, 0.482807, -6.822743], [-5.185113, -0.293957, 3.578420], [-6.481641, 3.363897, -6.183707], [-9.878181, -0.236522, -4.478792], [7.485489, 0.765504, -1.416729], [-1.039222, 3.247676, -0.392848], [10.090110, 4.798302, -2.161661], [-0.825989, 2.581335, 0.426932], [15.823516, -3.874531, 5.118512], [-9.573420, -1.267531, -4.666534], [-4.905295, 0.272670, -1.776101], [-1.628408, 4.434766, -0.142050], [-12.560649, -1.556923, 10.398772], [10.224376, -4.433241, 5.700296], [16.639322, -1.918412, 8.732670], [-1.940517, 4.816673, 1.286954], [13.613207, -2.729390, 3.812161], [-3.207508, 4.646157, 1.635284], [2.751836, -2.426889, 0.455721], [-6.333774, 1.257571, -6.619034], [10.746846, 4.834384, -4.293035], [-8.346316, -2.200249, 2.748989], [10.043426, 4.455142, -3.181300], [9.306987, 3.215156, -4.889177], [-5.307201, 2.550809, -4.594214], [-1.241836, -2.034322, -5.876181], [-2.666188, -1.773968, -0.249879], [-1.247655, 1.577015, -4.000646], [-10.195563, -4.190387, 8.125493], [-10.934169, -0.285260, -4.195877], [15.951120, -2.549408, 6.760300], [-2.528574, 1.159944, -6.130058], [-9.301241, -2.401788, 4.644700], [13.845280, -3.137915, 1.615134], [-0.720790, 2.914508, -1.681425], [17.302366, -3.904625, 7.937701], [-11.703747, -3.463224, 12.119073], [-10.032770, -1.933660, 6.589900], [-0.120568, -1.352612, -0.368923], [-8.597621, -1.728023, 3.683282], [-8.332803, -0.471859, 4.157457], [-11.444269, 4.374638, -7.120184], [8.144140, -5.004869, 3.188332], [-3.305977, 0.976889, -4.951210], [-5.737319, 2.571433, -6.076343], [-7.091124, 0.375539, -4.739880], [-0.818614, -1.958696, -2.512173], [-1.340789, 0.519035, -3.743681], [6.870584, 2.793030, 1.126672], [-1.030663, 0.392997, -2.199265], [7.212338, 1.310924, -0.528828], [-3.291912, 3.133811, -5.016118], [-11.935164, -2.415005, 10.221106], [-7.348138, 3.902637, -8.442163], [14.180838, -3.098570, 0.592352], [4.190761, -3.904605, -0.002686], [5.690192, 1.339428, 2.338333], [17.010989, -4.515608, 6.746859], [-9.625047, -3.347911, 4.567972], [-1.635760, 4.994929, -2.412567], [-5.826787, 1.801852, -3.996356], [-4.914007, 2.855823, -6.744506], [-11.619135, -2.127633, 8.153110], [-9.347213, 0.151114, -3.607289], [-10.677752, -3.815223, 9.012364], [12.876516, -3.971343, 2.108352], [-0.785355, -1.107940, -5.264078], [-7.705972, -0.305973, -6.231953], [-2.154338, 0.778645, -1.475359], [6.344297, -4.075079, 4.120604], [12.093337, -4.177079, 4.057677], [-8.576016, 1.468134, -5.701970], [6.736649, -2.730195, 1.722377], [6.258609, 1.615756, 1.466359], [-1.634515, 6.106191, 1.497368], [-5.290069, -0.659662, -2.979979], [5.496521, -4.038803, 0.392065], [-3.088417, -1.408398, -1.035953], [-2.663799, 0.159626, -4.028637], [14.314335, -2.347915, 2.698308], [-3.712837, 1.007817, 2.932662], [-3.451771, 0.473337, 0.483666], [5.796747, -2.937300, 1.236427], [10.278564, 4.046451, -5.378720], [17.315614, -5.467230, 6.345736], [-4.198812, 0.428195, -5.256832], [-0.749396, 3.560224, -3.681735], [0.882780, 1.738674, -2.909542], [17.927970, -4.308476, 8.716257], [6.475308, 0.719488, 0.456610], [-3.202031, -0.709663, 3.265606], [-0.017564, 1.585081, -1.930356], [7.801151, -5.348576, 2.226894], [4.461758, -1.256202, 1.856151], [-3.431069, 2.481241, -3.400871], [6.161878, -4.836734, 0.106873], [-5.860000, 0.065637, -0.753958], [-5.347592, -0.372073, 1.282105], [10.617399, 4.085414, -6.400600], [9.455124, -5.126562, 3.720720], [-0.373947, -0.169913, -4.583356], [-8.833919, 4.412935, -10.391716], [-6.801131, 1.479318, -7.585306], [-1.950336, 5.320029, -1.133528], [-2.429797, 6.270685, -0.947469], [-9.739323, 0.680106, -5.710616], [16.628408, -2.654745, 7.946281], [-0.542303, -2.595718, -0.208322], [9.166730, 3.473204, -3.553086], [8.704634, 2.465959, -5.374080], [-10.549655, 4.314254, -7.717728], [-8.902348, -0.381214, 5.455943], [-7.791082, 0.296930, 3.633610], [-2.526168, 0.829709, 0.937051], [-4.963216, 0.116876, 4.941107], [8.519942, 3.012191, -2.939271], [-4.267864, -0.456153, 1.385034], [-8.928672, 3.855683, -6.242486], [7.880488, -3.635693, 6.045500], [-9.176813, 4.335228, -9.452671], [-3.064803, 1.645371, -6.761820], [-4.008151, -1.514372, 1.317689], [-6.111184, -1.204185, -2.744367], [12.274701, -4.721758, 1.624674], [7.381757, -4.363237, 4.126919], [15.321804, -1.766981, 6.371989], [15.077569, -1.587970, 2.663577], [-10.482013, 4.486604, -9.075248], [-9.494704, -1.585940, 5.725845], [16.192598, -3.683474, 6.034492], [-1.150037, 4.133599, 2.126922], [-4.935438, 1.661401, -2.031861], [-9.233043, 4.043224, -7.257108], [-11.246666, 4.703899, -9.801574], [-11.444264, -2.680274, 8.971511]], "forces_ev_per_angstrom": [[0.16, -0.01, -0.06], [0.35, 0.43, -0.01], [-0.14, -0.13, -0.05], [-1.16, -0.72, -0.72], [0.00, -0.01, -0.01], [-0.31, -0.02, -0.18], [-0.08, 0.08, 0.18], [-0.33, -0.49, -0.32], [-0.01, -0.01, 0.00], [0.03, -0.03, -0.02], [0.18, 0.10, -0.02], [0.01, -0.03, -0.02], [0.51, -0.66, -2.10], [0.13, 0.39, -0.09], [0.00, 0.01, 0.00], [0.53, -0.22, -0.01], [-0.07, 0.06, 0.01], [-0.05, 0.04, -0.02], [-0.01, 0.02, 0.03], [0.47, 0.78, -0.10], [0.04, -0.04, -0.02], [0.03, -0.02, 0.05], [0.00, -0.01, 0.00], [0.00, 0.05, -0.04], [-0.03, -0.04, -0.01], [0.22, 0.08, 0.17], [-0.60, -1.48, 0.43], [0.01, 0.03, 0.06], [0.02, -0.03, -0.10], [-0.54, 0.05, 0.09], [0.16, -0.62, 0.02], [0.02, -0.01, 0.00], [0.00, 0.12, 0.05], [-1.97, 0.33, 2.17], [-0.03, -0.10, 0.09], [0.04, 0.00, -0.09], [0.13, 0.13, 0.18], [0.72, 0.44, 0.81], [-0.07, -0.15, -0.10], [-0.48, -0.04, -0.01], [0.02, -0.01, 0.02], [0.30, -1.05, 0.70], [0.02, 0.01, -0.01], [0.11, -0.07, 0.01], [-0.02, 0.07, 0.00], [0.25, 0.12, 0.02], [-0.25, -1.28, -1.20], [-0.92, 0.93, 1.65], [0.00, -0.02, 0.02], [-0.02, -0.03, 0.02], [0.00, 0.00, -0.01], [1.33, 0.32, -0.55], [-0.03, -0.04, 0.12], [-0.54, -0.27, 0.19], [0.20, -0.08, -0.01], [-0.36, 0.37, 0.05], [0.02, 0.02, 0.02], [0.03, 0.01, 0.01], [-0.06, 0.00, 0.06], [-0.07, -0.02, 0.02], [0.78, 0.48, 0.05], [2.01, 3.03, 1.70], [-0.05, 0.13, 0.08], [0.18, -0.03, 0.22], [0.01, -0.02, 0.03], [0.06, -0.04, -0.02], [-0.02, -0.02, -0.08], [0.75, -0.42, 0.39], [-0.02, 0.07, -0.01], [0.00, -0.05, -0.03], [0.44, -1.01, 0.22], [0.01, -0.04, 0.01], [0.00, 0.00, -0.01], [0.08, 0.00, 0.04], [1.23, 0.03, -0.02], [0.00, -0.05, 0.00], [-0.07, 0.03, -0.01], [0.00, 0.00, -0.01], [-0.01, 0.01, -0.04], [-1.75, 0.81, -1.14], [-0.35, -0.46, 0.13], [0.18, 0.12, -0.10], [-0.59, -0.04, -0.07], [-0.16, 0.63, -0.57], [-0.04, 0.05, 0.05], [0.99, 1.08, -1.37], [0.01, -0.04, -0.01], [0.07, -0.04, 0.10], [-0.06, 0.05, -0.05], [-0.01, 0.01, 0.01], [0.00, 0.00, 0.01], [-0.04, 0.00, 0.05], [0.02, 0.03, 0.01], [0.00, -0.01, -0.07], [0.00, 0.01, -0.01], [-0.21, 0.53, -0.85], [-0.18, -0.03, -0.30], [0.08, 0.14, 0.24], [-0.04, 0.02, 0.02], [0.09, 0.06, -0.14], [-0.06, 0.05, -0.08], [-0.06, -0.01, 0.04], [-1.74, -2.07, -0.87], [0.13, 0.00, 0.04], [0.31, -0.57, 0.17], [0.00, -0.02, -0.05], [-0.07, 0.06, -0.04], [0.27, -0.09, -0.05], [-0.01, -0.02, 0.00], [0.00, -0.09, -0.01], [-0.26, 0.48, 0.00], [-0.03, 0.53, 0.00], [-0.03, -0.03, -0.04], [0.75, -0.14, -0.74], [0.63, -0.38, 0.45], [0.07, -0.01, 0.03], [0.17, -0.09, 0.01], [-0.65, 0.25, -1.07], [0.08, 0.12, 0.01], [0.00, -0.02, -0.02], [0.02, 0.01, 0.02], [0.13, -0.35, 0.50], [0.06, 0.09, -0.02], [0.12, -0.30, -0.44], [-0.01, 0.00, -0.01], [-0.03, 0.04, -0.03], [0.26, 0.39, -0.01], [-0.63, 1.09, 0.75], [-0.01, 0.01, 0.01], [-0.01, -0.04, 0.05], [-0.29, 0.07, 0.04], [0.00, 0.01, -0.01], [0.58, 0.49, 0.32], [0.06, 0.07, -0.35], [0.00, -0.01, 0.01], [0.06, 0.03, 0.06], [-0.43, -1.24, -0.82], [-0.01, -0.01, 0.00], [0.06, -0.04, 0.03], [-0.55, 1.08, -0.13], [-0.01, -0.02, 0.32], [-0.58, -0.55, 0.40], [-0.03, 0.04, 0.02], [-0.75, -0.31, 0.15], [0.06, -0.01, -0.04], [0.01, 0.02, -0.02], [-0.01, 0.01, -0.02], [-0.04, 0.02, 0.02], [0.03, -0.04, 0.00], [0.06, -0.37, -0.02], [0.22, -0.12, -0.22], [0.00, 0.00, -0.01], [0.88, 0.30, 1.36], [-0.02, -0.07, -0.02], [0.00, 0.01, -0.01], [-0.01, -0.05, 0.06], [-0.06, 0.02, -0.02], [-0.05, 0.05, -0.34], [0.05, -0.11, -0.13], [0.00, 0.03, -0.03], [-0.04, 0.00, 0.10], [0.04, 0.03, 0.02], [-0.02, 0.01, 0.00], [-0.01, 0.02, -0.06], [0.00, -0.07, -0.01], [-0.01, -0.04, 0.05], [-0.26, -0.50, 0.47], [0.28, 0.00, 0.37], [0.02, 0.14, -0.04], [-0.01, 0.00, 0.02], [0.07, -0.06, 0.08]], "charge": 0, "smiles": "CCOCCCCC[C@@H](O)O[C@H](N=C=O)[C@](O[C@@](O)(CCCOC)[PH2]=N)(C(F)(F)c1cccc(C(F)(F)F)c1)C(F)(F)C(F)(F)F.c1cc[nH]c1.c1cc[nH]c1.c1cc[nH]c1.c1cc[nH]c1.c1cc[nH]c1.c1cc[nH]c1.c1cc[nH]c1.c1cc[nH]c1.c1cc[nH]c1", "lumo_energy_ha": 0.0080, "gap_ev": 8.33, "energy_ha": -4879.3271, "homo_ha": -0.298, "fmax_ev_per_a": 4.01}

Record 2
{"formula": "C16H35BI2O11P2", "method": "wB97M-V/def2-TZVPD", "symbols": ["I", "H", "H", "O", "C", "H", "H", "H", "H", "H", "O", "H", "H", "H", "O", "C", "H", "I", "H", "H", "C", "H", "C", "H", "H", "H", "H", "O", "O", "H", "H", "C", "C", "H", "O", "C", "C", "H", "H", "P", "H", "C", "H", "H", "H", "O", "C", "B", "H", "C", "O", "O", "H", "O", "H", "C", "H", "H", "C", "C", "C", "O", "H", "P", "H", "H", "C"], "xyz": [[-1.914720, -0.720857, -0.284940], [-2.005446, -3.638303, 7.233072], [2.572117, 4.841940, -1.958539], [3.500863, 4.190660, -6.994587], [-2.122154, -3.590129, 6.146912], [2.543795, 7.292146, -8.431964], [0.815790, 5.618081, -4.350610], [1.815482, 5.791635, -7.833619], [-2.353840, 2.502061, -0.066887], [0.489903, 4.335873, -3.200709], [-1.625028, -3.644065, 3.633054], [0.546888, 6.028022, -2.666719], [-1.923200, -5.210724, 1.412656], [1.738345, 1.742442, -3.504188], [1.786684, 3.512537, -5.503025], [-0.821476, -7.237621, 5.709067], [-4.237389, -3.921567, 6.392357], [-1.824127, 0.110796, 3.494084], [-3.802792, -2.233830, 6.053137], [-3.811862, -3.449095, 4.763284], [1.006839, 5.291429, -3.329060], [2.284481, 1.786493, -6.527743], [3.288769, 6.696665, -6.492326], [-0.189299, -8.128428, 5.746367], [-2.513266, -8.309249, 6.505822], [-0.799211, -7.336508, 0.625014], [-3.444233, 2.472770, 1.402744], [-1.736279, -4.858481, 5.619489], [-2.240377, -5.913576, 3.331894], [-2.985710, -6.875306, 5.612562], [2.081420, 2.300230, 2.130109], [-0.866913, -7.079103, 1.684914], [-3.570164, -3.275299, 5.815618], [-0.631538, -6.695439, 6.639150], [3.212121, 4.178584, -3.763214], [1.692365, 1.952158, 1.110151], [0.509830, 2.938948, 0.621733], [1.329316, 7.320214, -7.137189], [0.677180, 1.831541, -5.796416], [-1.085012, -5.003502, 4.095800], [2.097075, 0.303922, -4.485502], [2.245891, 1.383447, -4.402290], [3.317025, 1.564624, -4.265224], [-2.443913, -8.290681, 4.731613], [-0.955054, -7.998638, 2.267306], [-0.183506, 3.817627, 1.513792], [2.189182, 6.775400, -7.536393], [-2.063595, 0.705176, 1.403580], [-1.443164, -2.805378, 5.802235], [-2.271073, -7.697102, 5.634364], [0.192082, 2.877163, -0.591879], [-0.346280, -6.463586, 4.602645], [-2.962316, -6.630660, 1.568874], [2.926761, 5.818980, -5.427372], [3.443953, 7.689038, -6.060000], [-2.049618, -6.160191, 1.942191], [4.246814, 6.401218, -6.928027], [2.517085, 1.945669, 0.306054], [-2.351893, 2.285380, 1.066572], [1.725455, 2.096465, -5.639382], [-1.453230, 3.301041, 1.903339], [-1.921210, 3.725938, 2.995793], [2.994719, 6.117466, -3.072544], [3.295524, 4.197679, -5.473897], [0.073971, -6.599765, 1.974176], [1.304066, 0.874014, 1.236130], [2.487096, 5.151614, -3.003411]], "forces_ev_per_angstrom": [[-0.11, 0.85, 1.21], [0.05, -0.25, -0.06], [0.21, -0.37, -0.15], [3.34, -2.39, 1.95], [-0.23, 0.31, 0.01], [-0.03, 0.01, 0.08], [0.19, 0.02, 0.07], [0.29, 0.03, 0.05], [0.39, -0.38, 1.82], [0.06, 0.13, 0.12], [4.31, -0.43, -1.44], [0.17, -0.06, 0.17], [-0.06, 0.01, 0.00], [0.01, -0.03, -0.08], [0.64, -0.65, 0.00], [-0.28, -0.09, 1.11], [0.05, 0.09, 0.04], [-0.10, 0.16, -1.30], [0.01, -0.08, 0.03], [0.27, 0.12, 0.06], [-0.15, -0.39, -0.32], [-0.05, 0.02, -0.04], [-0.01, 0.12, -0.37], [0.20, 0.17, -0.37], [0.23, -0.05, 0.01], [-0.04, 0.06, 0.05], [1.83, -0.15, -0.19], [1.22, 0.03, -0.09], [0.69, 0.16, -0.59], [0.18, 0.02, 0.04], [-0.40, -0.54, -1.55], [0.10, -0.01, -0.01], [-0.26, -0.10, -0.06], [-0.13, 0.02, -0.15], [2.58, -1.74, -1.54], [-0.34, 0.80, 0.74], [-0.09, -1.52, -4.29], [0.09, 0.05, -0.03], [0.05, 0.20, -0.03], [-7.78, -2.02, 3.99], [0.00, 0.07, -0.06], [0.07, -0.03, 0.08], [-0.03, -0.05, 0.02], [0.06, -0.02, 0.14], [-0.01, 0.08, -0.06], [-0.52, -2.74, -0.62], [-0.29, -0.01, -0.06], [0.12, 0.46, -0.21], [-0.17, -0.12, -0.11], [-0.17, 0.10, -0.44], [0.87, 0.69, 4.65], [1.84, 2.18, -1.93], [-0.02, 0.10, 0.18], [1.04, -0.37, 0.53], [-0.09, -0.13, 0.22], [-0.04, -0.22, -0.33], [-0.23, -0.09, -0.01], [-1.45, 0.16, 1.32], [-0.07, 0.32, -0.78], [-0.17, -0.35, 0.07], [-2.62, 1.62, 3.96], [2.22, -1.53, -4.49], [-0.10, -0.11, -0.12], [-7.38, 5.02, -0.77], [-0.01, -0.05, -0.04], [0.30, 1.78, -0.31], [-0.23, 1.11, 0.28]], "charge": 0, "smiles": "CC(=O)OC(=O)CB(I)I.CCOP(=O)(OCC)OCC.CCOP(=O)(OCC)OCC", "lumo_energy_ha": -0.0659, "gap_ev": 7.89, "energy_ha": -2761.1612, "homo_ha": -0.356, "fmax_ev_per_a": 8.97}

charge of number 2 (C16H35BI2O11P2)? 0